[1]
Molecular formula: C3H7NO
Method: DFT, ωB97M-V with the def2-TZVPD basis set

The strongest force on any atom comes out at 4.029 eV/Å. Its HOMO energy is -9.5 eV. As for the structure (SMILES): CC/C=N/O. The relative energy (zero: lowest compared OMol25 entry of this formula, charge and spin) comes out at 80.1 kcal per mole.

Positions of all 12 atoms, in Å:
1 C -1.706 -0.520 0.302
2 C -0.286 -0.574 -0.459
3 C 0.595 0.525 0.147
4 N 1.691 0.633 -0.497
5 O 2.453 1.639 -0.023
6 H -2.269 0.412 0.332
7 H -1.367 -0.724 1.332
8 H -2.469 -1.348 0.011
9 H 0.084 -1.646 -0.436
10 H -0.463 -0.635 -1.539
11 H 0.466 1.035 1.073
12 H 3.270 1.203 -0.243



[2]
Molecular formula: C3H7NO
Method: DFT, ωB97M-V with the def2-TZVPD basis set

The strongest force on any atom comes out at 1.038 eV/Å. Its HOMO energy is -8.9 eV. As for the structure (SMILES): C=C=O.CN. The relative energy (zero: lowest compared OMol25 entry of this formula, charge and spin) comes out at 44.4 kcal per mole.

Positions of all 12 atoms, in Å:
1 C 0.465 -0.802 1.801
2 C 0.819 0.402 1.405
3 O 1.135 1.502 1.167
4 H 0.232 -1.556 1.065
5 H 0.435 -1.005 2.864
6 C -0.988 0.414 -1.288
7 N 0.365 -0.130 -1.189
8 H -1.689 -0.260 -0.783
9 H -1.019 1.371 -0.758
10 H -1.345 0.576 -2.316
11 H 0.448 -0.988 -1.725
12 H 1.036 0.527 -1.576



[3]
Molecular formula: C3H7NO
Method: DFT, ωB97M-V with the def2-TZVPD basis set

The strongest force on any atom comes out at 1.968 eV/Å. Its HOMO energy is -8.4 eV. The relative energy (zero: lowest compared OMol25 entry of this formula, charge and spin) comes out at 96.1 kcal per mole.

Positions of all 12 atoms, in Å:
1 O -1.491 0.061 -0.972
2 C -0.128 -0.158 -1.250
3 C 0.762 -0.019 -0.014
4 C -0.299 0.741 1.852
5 N 0.075 -0.377 1.232
6 H -1.703 -0.483 -0.199
7 H 0.167 0.604 -1.976
8 H 0.034 -1.145 -1.703
9 H 1.691 -0.584 -0.071
10 H -0.685 1.377 1.024
11 H 1.068 1.017 0.172
12 H 0.535 -1.083 1.803



[4]
Molecular formula: C3H7NO
Method: DFT, ωB97M-V with the def2-TZVPD basis set

The strongest force on any atom comes out at 4.552 eV/Å. Its HOMO energy is -8.5 eV. The relative energy (zero: lowest compared OMol25 entry of this formula, charge and spin) comes out at 112.4 kcal per mole.

Positions of all 12 atoms, in Å:
1 C 0.479 0.052 0.098
2 C -0.729 0.860 0.263
3 C 0.420 -1.472 -0.025
4 N 1.626 0.645 0.000
5 O 2.767 0.235 -0.283
6 H -1.250 0.589 -0.631
7 H -1.440 0.590 1.057
8 H -0.536 1.958 0.297
9 H 1.254 -1.850 -0.587
10 H 0.446 -2.264 0.787
11 H -0.512 -1.657 -0.515
12 H 1.674 2.116 0.019



[5]
Molecular formula: C3H7NO
Method: DFT, ωB97M-V with the def2-TZVPD basis set

The strongest force on any atom comes out at 0.455 eV/Å. Its HOMO energy is -8.5 eV. The relative energy (zero: lowest compared OMol25 entry of this formula, charge and spin) comes out at 94.5 kcal per mole.

Positions of all 12 atoms, in Å:
1 C -0.816 -0.227 1.667
2 O -0.522 0.693 0.613
3 C 0.199 0.237 -0.407
4 C 0.077 0.658 -1.753
5 N 1.047 -0.797 -0.377
6 H -1.024 -1.219 1.252
7 H 0.010 -0.294 2.381
8 H -1.702 0.164 2.169
9 H 0.826 -0.612 -1.660
10 H 0.996 1.082 -2.157
11 H -0.831 1.144 -2.104
12 H 1.741 -0.829 0.375



[6]
Molecular formula: C3H7NO
Method: DFT, ωB97M-V with the def2-TZVPD basis set

The strongest force on any atom comes out at 1.608 eV/Å. Its HOMO energy (alpha / beta) is -16.5 / -15.5 eV. Its spin multiplicity is 2. Its charge is +1. The relative energy (zero: lowest compared OMol25 entry of this formula, charge and spin) comes out at 25.5 kcal per mole.

Positions of all 12 atoms, in Å:
1 O -1.227 0.870 1.118
2 C -0.728 -0.176 0.947
3 C 0.568 -0.233 0.039
4 C 0.819 1.012 -0.789
5 N 0.274 -1.365 -0.821
6 H -1.117 -1.139 1.336
7 H 1.395 -0.428 0.734
8 H 1.754 0.867 -1.337
9 H -0.021 1.309 -1.401
10 H 1.030 1.828 -0.106
11 H -0.719 -1.539 -1.011
12 H 0.664 -1.191 -1.747



The lowest relative energy (zero: lowest compared OMol25 entry of this formula, charge and spin) belongs to which entry? number 6



The highest relative energy (zero: lowest compared OMol25 entry of this formula, charge and spin) belongs to which entry? number 4



Which of these has the lowest strongest force on any atom? number 5